1.
# C5H9OP

A single C5H9OP molecule at a distorted geometry (ωB97M-V/def2-TZVPD, the Open Molecules 2025 dataset).

The geometry in XYZ format:
```
16
Properties=species:S:1:pos:R:3:forces:R:3:mulliken_charge:R:1
P -0.80587 -0.90274 0.87259 0.2 -1.3 -0.7 0.084
H -0.12062 3.12785 1.45992 -2.2 1.7 1.5 0.304
C -0.52835 1.17885 -0.93654 -0.3 -0.9 0.0 -0.592
H -0.65275 -3.13531 1.63714 -0.2 -0.8 0.2 0.318
H 0.96470 -0.35566 -0.71123 1.3 0.0 0.4 0.449
C -0.21822 -2.70750 0.75520 2.5 2.1 1.0 -0.922
H 1.46618 1.55506 -0.91747 0.3 1.2 1.3 0.309
H -0.51417 -3.11784 -0.17961 -0.3 -0.7 -0.6 0.291
C 0.58238 2.56546 1.00337 2.5 -1.3 -2.3 -0.388
H -0.25121 -1.05722 -1.63142 -0.5 1.5 1.6 0.389
O 0.72762 1.22844 1.14001 0.6 0.4 0.1 -0.322
C -0.09327 -0.30019 -0.73355 -1.9 -1.9 -2.3 -0.819
H 0.96232 -2.76157 0.86505 -2.4 0.1 -0.3 0.248
H -1.45716 1.36591 -0.42001 -0.4 0.0 0.2 0.372
H -0.68238 1.51503 -1.97363 0.5 -0.2 0.3 0.261
C 0.62079 1.80143 -0.22981 0.5 0.1 -0.5 0.018
```
Forces are in eV/Å.

Computed properties:
LUMO level (spin up / spin down): -0.004 / 0.014 Ha
energy relative to the best compared isomer or geometry (same formula, charge and spin): 529.1 kJ/mol
HOMO level (spin up / spin down): -8.156 / -7.353 eV
gap between HOMO and LUMO (spin up / spin down): 8.1 / 7.7 eV
DFT total energy: -16661.40588 eV

2.
# C8H7O6Re

C8H7O6Re as an isolated structure at a distorted geometry (ωB97M-V/def2-TZVPD, the Open Molecules 2025 dataset).

The geometry in XYZ format:
```
22
Properties=species:S:1:pos:R:3:forces:R:3:mulliken_spin:R:1
H -1.66395 0.87609 2.27787 0.1 0.0 -0.2 0.002
H 1.42032 -0.53284 2.77590 0.0 -0.3 -0.2 0.001
H 1.93657 -0.91950 1.11060 -0.2 -0.1 0.0 -0.002
C -0.29319 -2.48959 -0.76113 -1.4 -8.6 4.9 0.143
O -0.64957 4.98977 0.09432 0.5 -5.4 -1.4 0.000
H -0.38975 2.09299 2.06342 0.0 0.0 0.0 0.001
O 0.16886 -2.47690 -4.37963 -0.3 2.7 4.5 0.144
Re -0.04610 -0.84811 -1.74314 0.7 3.4 1.3 2.233
H -0.20473 0.81908 3.28953 -0.2 0.2 -0.1 0.000
O -3.03600 0.01680 -2.26251 4.4 -1.3 0.9 0.132
H 0.60960 -1.83616 1.88609 0.0 0.1 0.1 0.002
O -0.45024 -3.48626 -0.17099 0.7 4.7 -2.8 0.258
O 3.07186 -0.37134 -1.60708 -4.8 -0.8 0.0 0.124
C 1.92566 -0.55108 -1.65920 6.7 1.2 -0.6 0.034
C 0.08877 -1.86284 -3.39137 0.4 -3.7 -6.5 -0.116
C -1.93509 -0.29788 -2.07902 -6.2 1.9 -1.9 0.026
C -0.57781 1.03793 2.28601 0.2 -0.2 0.4 -0.002
H -0.39947 2.31529 -0.68680 -0.4 3.5 1.7 0.020
C -0.54637 3.88198 -0.19940 -0.2 1.9 0.0 -0.022
C 1.07139 -0.84248 1.78232 0.2 0.1 -0.1 0.004
C 0.09321 0.15813 1.30447 -0.2 0.4 0.1 0.027
O -0.19395 0.32690 0.06975 0.0 0.1 -0.1 -0.009
```
Forces are in eV/Å.

Computed properties:
LUMO level (spin up / spin down): -0.520 / -0.582 Ha
energy relative to the best compared isomer or geometry (same formula, charge and spin): 98.4 kJ/mol
HOMO level (spin up / spin down): -21.029 / -22.413 eV
multiplicity: 4
total charge: +3
gap between HOMO and LUMO (spin up / spin down): 6.9 / 6.6 eV
DFT total energy: -22785.95854 eV

3.
# C7H11NO3

A 2-piece molecular cluster, C7H11NO3 overall at a distorted geometry (ωB97M-V/def2-TZVPD, the Open Molecules 2025 dataset).

The geometry in XYZ format:
```
22
Properties=species:S:1:pos:R:3:forces:R:3:mulliken_charge:R:1
H 0.24079 0.50565 -0.42646 -0.4 0.1 0.9 -0.698
O 3.37575 -1.01369 0.88413 0.8 -0.7 -0.1 -0.325
O 3.58238 1.59801 -0.13026 -1.6 -1.6 -0.8 -0.464
H -0.33192 0.83988 1.26725 -0.1 -0.7 -0.8 0.341
C -1.50691 -1.68996 -0.33278 1.2 0.3 0.6 -0.552
H 1.52763 -0.39947 -1.62663 0.1 -0.7 -0.1 0.522
N 2.63048 -1.41251 -0.21236 -0.6 2.5 -1.1 -0.411
C 2.60755 1.03126 -0.62605 1.3 4.3 0.9 0.325
H 0.20000 -1.75445 1.06258 -0.1 -0.3 -0.4 0.468
H 4.11560 -1.64168 0.85676 -0.2 0.0 0.5 0.345
H -1.75209 1.21427 -1.15786 -0.1 -0.1 0.2 0.266
H -1.66663 -2.67247 -0.74428 -0.3 -0.2 0.3 0.421
C -0.52387 0.23177 0.34066 0.7 2.0 -0.2 0.412
H -2.36374 2.15223 0.95677 -0.2 -0.1 0.0 0.371
C -1.88341 0.54449 -0.29685 1.3 0.4 -0.5 0.368
C -0.51404 -1.22662 0.44825 -0.8 -1.2 0.1 -0.336
O -2.29548 -0.71814 -0.85724 -0.8 0.1 -0.2 -0.434
C 2.24730 -0.32092 -0.82192 0.2 -4.0 0.3 -0.086
H -2.89455 0.55995 1.58138 -0.1 0.2 0.0 0.333
H 1.79088 1.66542 -1.07665 0.6 0.0 0.1 0.187
C -2.80228 1.18612 0.68818 -0.8 -0.4 0.0 -1.427
H -3.78343 1.32085 0.22338 0.0 0.2 0.3 0.374
```
Forces are in eV/Å.

Computed properties:
LUMO level: -0.026 Ha
energy relative to the best compared isomer or geometry (same formula, charge and spin): 486.6 kJ/mol
HOMO level: -8.391 eV
gap between HOMO and LUMO: 7.7 eV
DFT total energy: -15065.60002 eV

> Number 3 is which compound?

C7H11NO3